# 1
Molecular formula: C21H27AlBBr3ClFI2MgO18S
Method: DFT, ωB97M-V/def2-TZVPD

XYZ file:
```
77
Properties=species:S:1:pos:R:3:forces:R:3:lowdin_charge:R:1
C 5.90382 -2.53846 -1.20266 -0.263 -0.288 -0.925 -0.2016
C 7.07353 -2.06936 -2.05752 0.691 -0.503 1.991 -0.8474
I 6.46290 -0.73235 -3.68673 -0.496 0.461 -0.854 0.9686
C 8.18093 -1.37704 -1.23146 -0.448 0.065 -0.646 -0.8425
I 9.38506 -2.89246 -0.32611 0.073 0.344 0.064 1.0054
S 7.48312 -0.24567 -0.00158 -0.218 -0.545 0.325 0.3185
O 6.32919 0.41449 -0.53082 -0.196 0.184 -0.956 -0.3356
O 8.52417 0.72339 0.45500 -0.038 -0.412 -0.228 -0.4209
O 7.16520 -1.06969 1.19717 0.249 0.720 -0.071 -0.4651
H 5.39430 -3.33673 -1.73940 -0.120 0.007 0.009 0.0478
H 6.31576 -2.99910 -0.30731 -0.028 0.085 0.127 0.0712
H 5.20188 -1.75094 -0.94944 0.113 0.100 0.217 0.0741
H 7.51805 -3.03551 -2.61050 -0.539 0.585 -0.323 -0.1576
H 8.83926 -0.80073 -1.87682 0.122 0.111 0.151 0.0493
Mg 4.52687 1.24100 -3.79964 -0.866 -0.552 1.144 0.9970
O 0.64128 3.27044 -1.79260 0.199 0.000 -0.165 -0.3351
Cl 0.52530 1.89338 -2.16260 -0.805 0.531 0.552 0.6366
O -0.48822 1.73007 -3.17293 0.183 -0.085 -0.170 -0.3653
O 0.21762 1.09056 -1.02050 0.193 -0.168 -0.137 -0.3271
O 1.80730 1.44438 -2.72268 1.630 -0.435 -0.762 -0.4723
Al 7.95576 0.49112 2.38035 0.296 -0.010 0.917 0.7447
C -6.51765 2.19273 -2.93155 -0.127 0.004 0.020 0.0451
C -5.87092 1.26230 -2.06278 -0.133 -0.070 0.084 0.0083
C -4.50092 1.16546 -2.05267 0.117 -0.035 -0.048 -0.0435
C -3.74901 1.98457 -2.88768 -0.005 0.009 0.031 0.0323
C -4.39681 2.92029 -3.75542 0.021 -0.081 0.079 -0.0039
C -5.76465 3.01407 -3.77397 -0.047 0.076 -0.001 -0.0407
H -7.59964 2.26529 -2.93646 0.014 -0.005 -0.015 0.1016
H -6.46335 0.63418 -1.41046 -0.052 0.104 0.056 0.1113
H -4.00772 0.45938 -1.40004 0.030 0.022 0.013 0.1159
H -2.66810 1.91380 -2.88076 0.033 0.061 -0.039 0.0872
H -3.80004 3.55342 -4.39736 0.075 -0.037 0.021 0.1199
H -6.26147 3.71564 -4.42935 -0.068 -0.013 0.031 0.1216
O -6.09342 0.01807 1.13958 0.031 0.142 -0.401 0.1770
C -5.48477 -1.00305 1.27224 -0.410 -0.097 0.564 -0.4570
O -5.59730 -2.04308 0.42962 0.098 0.024 -0.042 0.0414
C -4.81787 -3.15911 0.91870 0.230 -0.283 0.127 -0.1309
C -3.77614 -2.53994 1.83912 -0.086 0.114 -0.028 -0.1367
C -4.52011 -1.33856 2.39782 0.764 -0.339 -0.295 -0.0431
H -5.48855 -3.83871 1.44544 -0.051 0.066 0.021 0.1330
H -4.37699 -3.68397 0.07565 -0.145 0.112 -0.147 0.1258
H -3.41362 -3.22672 2.60233 -0.049 0.011 0.037 0.1291
H -2.91560 -2.20235 1.25625 0.020 -0.055 -0.009 0.1240
H -5.11631 -1.59461 3.30903 -0.360 0.326 0.515 0.1129
H -3.85644 -0.50606 2.61036 -0.259 0.134 0.303 0.1386
C 5.80528 -8.11848 -0.50031 -0.078 0.014 -0.046 -0.0923
C 5.81557 -6.60221 -0.44532 0.002 -0.179 0.220 -0.3920
O 4.68542 -6.05120 -1.12359 0.128 0.158 -0.053 -0.1219
H 5.80681 -8.45830 -1.53667 0.073 0.032 -0.012 0.0762
H 6.67661 -8.53469 0.00762 -0.012 -0.012 0.012 0.0726
H 4.90448 -8.52117 -0.02868 0.044 -0.019 0.075 0.0691
H 6.71134 -6.20139 -0.94042 -0.614 -0.288 0.435 -0.0528
H 5.80910 -6.25450 0.59602 0.099 -0.050 0.016 0.1076
H 3.89492 -6.38657 -0.69069 -0.021 -0.021 -0.003 0.0754
B -9.95388 4.18786 -0.24722 -0.102 0.293 -0.429 -0.8559
O -9.55494 3.37162 -1.40802 -0.054 0.244 0.260 0.2233
C -9.68550 4.10431 -2.50630 0.151 -0.554 -0.168 -0.3872
O -9.42589 3.71927 -3.60977 0.119 0.116 -0.153 0.1412
C -10.19750 5.49027 -2.10434 -0.230 0.556 0.168 -0.3834
O -10.42048 6.39831 -2.84311 0.041 -0.052 -0.092 0.1726
O -10.34176 5.50177 -0.77969 0.185 -0.505 -0.052 0.2390
O -11.06653 3.55234 0.49480 0.679 0.141 0.278 0.2623
C -10.68544 3.31915 1.73480 -1.326 -0.414 -0.286 -0.3538
O -11.33681 2.81789 2.59332 0.245 0.023 0.198 0.2247
C -9.21390 3.81601 1.88236 1.316 0.473 -0.015 -0.3500
O -8.55550 3.75683 2.87190 -0.226 -0.144 0.147 0.2339
O -8.83477 4.30599 0.72116 -0.573 -0.277 0.094 0.2588
F -5.57548 -1.47726 5.14410 0.217 -0.076 -0.805 -0.3289
Br 9.63059 1.30087 6.20175 -0.020 0.004 -0.053 0.5683
C 10.34217 3.02477 5.65158 0.112 -0.199 0.158 -0.7005
C 9.68809 4.15840 6.39397 -0.110 0.185 -0.176 -0.7010
Br 7.90110 4.51900 5.71652 -0.003 -0.039 0.056 0.5998
H 10.20755 3.09271 4.57682 -0.037 0.054 0.000 0.0435
H 11.40439 2.98174 5.88141 0.001 0.047 0.019 0.0572
H 10.24430 5.08087 6.24371 0.038 -0.022 -0.012 0.0568
H 9.58987 3.96349 7.45648 0.022 -0.051 0.002 0.0499
Br 7.39754 -4.95356 -2.72463 0.560 0.179 -0.915 0.1753
```
Positions in Å, forces in eV/Å.

Output
E_LUMO ... -7.51 eV
HOMO-LUMO gap ... 1.32 eV
Spin multiplicity ... 1

***

# 2
Molecular formula: C21H27BN3O5ReSeSi2
Method: DFT, ωB97M-V/def2-TZVPD

XYZ file:
```
61
Properties=species:S:1:pos:R:3:forces:R:3:mulliken_spin:R:1
Re 0.79337 -0.47781 0.97980 -0.303 -0.544 0.492 1.0746
O 5.78298 -0.24769 4.61909 -0.008 -0.010 -0.019 -0.0076
C 4.80408 -0.29889 3.93063 -0.037 0.007 -0.011 -0.0022
C 4.77269 -0.45359 2.39449 0.097 0.029 0.174 0.0107
O 5.73854 -0.53794 1.67475 -0.037 -0.009 -0.013 0.0044
C 3.35320 -0.44595 2.08033 -0.281 0.009 0.082 0.0206
C 2.54474 -0.29222 3.19622 0.457 -0.004 -0.071 -0.0203
O 1.26375 -0.24238 3.03460 -0.217 0.166 -0.051 -0.0309
C 3.34417 -0.19459 4.42345 0.089 -0.005 -0.044 0.0155
O 2.99647 -0.06043 5.57061 -0.023 0.008 -0.006 -0.0123
O 2.76803 -0.50743 0.90523 0.555 0.009 -0.046 -0.0512
C -0.58988 -1.57280 -2.33417 0.106 0.040 -0.048 0.0078
Si 0.71598 -0.45288 -1.50766 -0.124 -0.033 0.058 -0.0338
C 2.35922 -1.09885 -2.19593 -0.130 0.085 -0.057 0.0022
C 0.48652 1.29344 -2.24319 0.115 -0.184 -0.097 0.0141
C 0.34528 1.53775 -3.61150 -0.016 -0.001 -0.039 -0.0020
C 0.23032 2.82927 -4.10227 -0.008 0.022 0.008 0.0003
C 0.26486 3.90561 -3.22220 -0.007 0.010 -0.067 -0.0006
C 0.41128 3.67530 -1.86395 -0.050 0.077 0.066 0.0004
C 0.51565 2.37741 -1.35977 0.025 0.034 0.139 -0.0056
Si 0.76669 1.99026 0.47644 -0.112 -0.157 -0.189 -0.0299
C 2.47299 2.67613 0.94095 -0.070 -0.062 0.000 -0.0063
C -0.40521 3.08059 1.49934 0.064 -0.010 0.030 0.0050
H -0.58233 -1.43578 -3.41979 -0.020 -0.002 -0.028 0.0001
H -1.61766 -1.43805 -1.98634 0.026 0.058 0.055 -0.0009
H -0.32270 -2.61240 -2.13373 -0.022 -0.025 -0.026 -0.0005
H 2.36690 -1.03405 -3.28831 0.018 -0.023 -0.011 0.0004
H 2.50611 -2.14296 -1.91340 -0.009 -0.031 0.020 0.0007
H 3.20268 -0.52812 -1.80730 0.008 0.028 0.021 -0.0026
H 0.32466 0.70637 -4.30931 0.008 -0.020 -0.005 -0.0001
H 0.12011 3.00132 -5.16673 -0.002 0.003 -0.005 0.0001
H 0.18270 4.91864 -3.59865 -0.002 0.004 0.000 0.0000
H 0.44198 4.52377 -1.18681 0.001 0.014 0.013 0.0003
H 2.51648 3.73976 0.68946 0.005 0.018 0.007 -0.0028
H 3.27205 2.16088 0.40741 -0.002 -0.019 -0.031 -0.0002
H 2.66184 2.57746 2.01301 0.002 -0.010 0.018 0.0027
H -0.15956 4.13150 1.31907 0.008 0.028 -0.003 0.0015
H -0.23591 2.87940 2.55961 0.017 -0.009 0.025 0.0034
H -1.47263 2.95557 1.32051 0.015 -0.058 -0.020 -0.0020
B -0.17846 -5.12818 -0.05484 0.018 0.104 0.102 -0.0009
C 0.19976 -3.64942 0.34568 -0.035 -0.091 -0.036 0.0873
N 0.44321 -2.55082 0.61213 -0.041 0.565 -0.268 -0.0666
H -1.39222 -5.16383 -0.08917 -0.051 0.003 0.004 0.0026
H 0.30805 -5.33632 -1.14304 0.015 -0.006 -0.038 0.0057
H 0.26785 -5.86090 0.79798 0.004 -0.042 0.008 0.0020
C -4.07113 -2.44841 2.13353 0.032 -0.052 0.023 -0.0004
N -4.03886 -1.47416 1.05777 0.095 0.118 -0.051 -0.0032
C -5.00072 -1.33072 0.08543 -0.007 0.039 -0.078 0.0004
C -4.57386 -0.35708 -0.74440 -0.090 -0.071 -0.019 0.0000
N -3.36237 0.08918 -0.26530 -0.061 -0.023 0.073 -0.0001
C -2.59200 1.15110 -0.88326 0.057 0.021 0.024 0.0144
C -3.02784 -0.59781 0.84181 0.005 -0.285 0.073 0.0082
Se -1.56038 -0.53050 2.00675 -0.124 0.292 -0.113 0.0048
H -4.94722 -3.07650 1.99057 0.015 -0.008 0.008 0.0004
H -4.12661 -1.94573 3.09742 0.004 -0.018 -0.005 0.0001
H -3.16558 -3.05255 2.10191 -0.024 -0.004 0.009 -0.0010
H -5.88752 -1.93661 0.06777 -0.012 -0.004 -0.012 0.0001
H -5.01313 0.05948 -1.63179 -0.015 -0.009 -0.012 0.0002
H -3.25118 1.70552 -1.54749 0.020 0.016 -0.002 0.0001
H -1.76396 0.73772 -1.44910 0.015 0.027 -0.011 -0.0025
H -2.20626 1.81095 -0.11434 0.047 -0.003 0.000 -0.0048
```
Positions in Å, forces in eV/Å.

Output
E_LUMO (spin up / spin down) ... 1.52 / 1.79 eV
HOMO-LUMO gap (spin up / spin down) ... 6.68 / 6.72 eV
Energy above the lowest of the compared OMol25 structures with the same formula, charge and spin ... 3.5 kcal/mol
Spin multiplicity ... 2
Charge ... -1
<S²> ... 1.053